No. 1
Computed, not measured: a cluster of 4 separate species, C16H24O12 in total, with wB97M-V/def2-TZVPD.

Cartesian coordinates (Å):
C  -2.579  -0.589  1.911
C  -1.037  -0.405  1.771
C  -0.604  0.562  0.665
O  0.294  1.428  1.383
C  0.174  1.264  2.667
O  0.654  2.087  3.467
O  -0.570  0.177  3.002
H  -2.746  -1.083  2.715
H  -3.029  -1.087  1.149
H  -3.148  0.216  1.985
H  -0.486  -1.340  1.625
H  -1.531  0.918  0.142
H  -0.153  -0.154  -0.093
C  3.743  2.070  2.683
C  3.651  0.576  2.898
C  2.858  -0.317  1.949
O  3.738  -1.301  1.548
C  4.969  -1.127  1.945
O  5.990  -1.705  1.738
O  5.021  -0.125  2.755
H  3.695  2.389  1.754
H  4.437  2.491  3.361
H  2.887  2.556  2.909
H  3.429  0.147  3.862
H  2.532  0.187  0.993
H  1.933  -0.878  2.485
C  -1.985  4.273  -4.844
C  -1.390  3.813  -3.474
C  -2.407  3.597  -2.318
O  -2.116  2.365  -1.697
C  -1.255  1.665  -2.586
O  -1.024  0.483  -2.457
O  -0.858  2.491  -3.629
H  -2.523  5.193  -4.796
H  -2.639  3.524  -5.376
H  -1.191  4.473  -5.519
H  -0.518  4.495  -3.215
H  -3.469  3.804  -2.520
H  -2.208  4.547  -1.600
C  0.663  -3.435  -0.749
C  -0.870  -3.270  -0.904
C  -1.591  -4.272  -1.698
O  -2.127  -5.189  -0.755
C  -1.904  -4.852  0.438
O  -2.019  -5.492  1.545
O  -1.419  -3.506  0.487
H  1.137  -2.955  -1.520
H  0.906  -4.565  -0.617
H  1.222  -3.036  0.201
H  -1.262  -2.317  -1.122
H  -0.806  -4.848  -2.309
H  -2.470  -3.943  -2.233

Calculated values
* SMILES: C[C@H]1COC(=O)O1.C[C@H]1COC(=O)O1.C[C@H]1COC(=O)O1.C[C@H]1COC(=O)O1
* LUMO level: 0.141 eV
* total energy: -1526.828460 Eh
* HOMO energy: -10.29 eV
* ΔE to the lowest compared entry with this formula, charge and spin: 506.4 kJ/mol
* Kohn-Sham gap: 10.43 eV

***

No. 2
Computed, not measured: the molecule C16H24O5, with wB97M-V/def2-TZVPD.

Cartesian coordinates (Å):
C  2.177  2.271  3.518
O  1.460  1.949  2.347
C  1.759  0.697  1.807
C  0.941  0.571  0.516
C  1.214  -0.750  -0.156
O  2.382  -0.899  -0.929
C  1.153  -0.976  -1.604
C  0.869  0.121  -2.623
O  1.661  1.256  -2.392
C  -0.618  0.518  -2.591
C  -0.925  1.517  -3.705
O  -1.368  -0.678  -2.733
C  -2.633  -0.660  -2.091
C  -2.511  -0.680  -0.587
C  -1.979  -1.798  0.043
C  -1.812  -1.818  1.416
C  -2.173  -0.717  2.175
C  -2.706  0.400  1.556
C  -2.872  0.419  0.181
O  1.411  -0.340  2.700
C  2.468  -1.168  3.124
H  1.888  3.287  3.779
H  1.920  1.596  4.339
H  3.259  2.232  3.339
H  2.841  0.631  1.579
H  -0.112  0.617  0.794
H  1.183  1.412  -0.132
H  1.000  -1.607  0.479
H  0.879  -1.969  -1.947
H  1.091  -0.292  -3.622
H  2.499  0.936  -2.022
H  -0.823  0.977  -1.616
H  -0.786  1.040  -4.672
H  -1.949  1.873  -3.631
H  -0.246  2.360  -3.619
H  -3.219  0.210  -2.415
H  -3.130  -1.569  -2.443
H  -1.694  -2.651  -0.556
H  -1.400  -2.692  1.897
H  -2.033  -0.728  3.245
H  -2.985  1.262  2.142
H  -3.288  1.295  -0.298
H  3.222  -0.613  3.694
H  2.017  -1.923  3.765
H  2.957  -1.657  2.274

Calculated values
* SMILES: COC(C[C@@H]1O[C@@H]1[C@H](O)[C@@H](C)OCc1ccccc1)OC
* LUMO level: 0.845 eV
* total energy: -1000.204922 Eh
* HOMO energy: -9.33 eV
* ΔE to the lowest compared entry with this formula, charge and spin: 109.4 kJ/mol
* Kohn-Sham gap: 10.17 eV

***

No. 3
Computed, not measured: the molecule C16H24O5, with wB97M-V/def2-TZVPD.

Cartesian coordinates (Å):
C  -5.646  -0.344  -1.090
O  -4.950  0.111  0.052
C  -3.698  -0.469  0.221
C  -3.003  0.286  1.365
C  -2.598  1.664  0.905
O  -1.427  2.239  1.416
C  -1.421  1.910  0.057
C  -0.489  0.815  -0.424
O  -1.002  0.277  -1.622
C  0.933  1.382  -0.665
C  1.642  1.672  0.651
O  1.635  0.537  -1.565
C  2.131  -0.693  -1.060
C  3.467  -0.576  -0.368
C  4.424  0.305  -0.854
C  5.656  0.411  -0.234
C  5.947  -0.371  0.871
C  5.000  -1.257  1.355
C  3.764  -1.357  0.740
O  -3.864  -1.843  0.510
C  -2.747  -2.643  0.228
H  -6.582  0.211  -1.113
H  -5.852  -1.415  -1.023
H  -5.069  -0.141  -2.000
H  -3.100  -0.372  -0.708
H  -2.132  -0.274  1.702
H  -3.708  0.365  2.192
H  -3.430  2.355  0.798
H  -1.464  2.761  -0.621
H  -0.436  0.024  0.339
H  -0.247  0.175  -2.224
H  0.832  2.312  -1.239
H  2.614  2.122  0.465
H  1.032  2.356  1.234
H  1.786  0.762  1.228
H  2.250  -1.323  -1.951
H  1.401  -1.176  -0.400
H  4.186  0.911  -1.716
H  6.392  1.103  -0.617
H  6.909  -0.290  1.354
H  5.222  -1.869  2.217
H  3.026  -2.048  1.124
H  -2.372  -2.457  -0.786
H  -3.081  -3.676  0.313
H  -1.932  -2.472  0.942

Calculated values
* SMILES: COC(C[C@H]1O[C@H]1[C@@H](O)[C@@H](C)OCc1ccccc1)OC
* LUMO level: 0.688 eV
* total energy: -1000.198411 Eh
* HOMO energy: -9.37 eV
* ΔE to the lowest compared entry with this formula, charge and spin: 126.5 kJ/mol
* Kohn-Sham gap: 10.06 eV

***

No. 4
Computed, not measured: a structure of composition C16H25AlO9, with wB97M-V/def2-TZVPD.

Cartesian coordinates (Å):
Al  -14.340  -15.881  25.123
O  -16.196  -17.973  24.712
H  -17.044  -18.454  24.775
O  -15.600  -16.013  22.259
C  -16.732  -16.234  21.846
O  -16.953  -16.687  20.610
C  -18.269  -17.044  20.331
C  -18.831  -17.068  21.782
C  -18.000  -16.044  22.532
H  -18.196  -18.076  19.986
H  -18.808  -16.350  19.686
H  -18.770  -18.068  22.212
H  -19.899  -16.905  21.925
H  -17.877  -16.242  23.597
H  -18.338  -15.011  22.447
O  -16.405  -23.874  27.396
C  -16.512  -22.772  26.884
O  -15.736  -21.752  27.291
C  -16.093  -20.547  26.521
C  -17.488  -20.798  25.965
C  -17.551  -22.280  25.872
H  -15.381  -20.278  25.741
H  -15.996  -19.636  27.111
H  -17.564  -20.270  25.015
H  -18.217  -20.336  26.632
H  -17.340  -22.530  24.832
H  -18.554  -22.635  26.106
O  -19.169  -22.778  21.836
C  -18.120  -22.210  21.772
O  -17.748  -21.290  22.658
C  -16.659  -20.615  22.188
C  -16.373  -20.955  20.751
C  -17.100  -22.221  20.613
H  -15.816  -20.983  22.773
H  -16.794  -19.535  22.254
H  -15.340  -21.051  20.418
H  -16.886  -20.231  20.117
H  -16.423  -23.045  20.841
H  -17.611  -22.292  19.653
O  -18.797  -17.978  29.264
C  -19.109  -17.988  28.126
O  -20.014  -18.869  27.679
C  -20.519  -18.502  26.376
C  -20.176  -17.006  26.251
C  -18.833  -16.933  27.046
H  -21.565  -18.781  26.252
H  -19.961  -18.890  25.524
H  -21.015  -16.437  26.653
H  -20.034  -16.603  25.248
H  -18.604  -15.964  27.489
H  -17.991  -17.288  26.452

Calculated values
* LUMO level (spin up / spin down): -14.413 / -14.374 eV
* ⟨S²⟩: 1.767
* total energy: -1542.891598 Eh
* net charge: +3
* multiplicity: 2
* HOMO energy (spin up / spin down): -17.24 / -17.23 eV
* ΔE to the lowest compared entry with this formula, charge and spin: 56.4 kJ/mol
* Kohn-Sham gap (spin up / spin down): 2.83 / 2.86 eV

***

No. 5
Computed, not measured: a structure of composition C16H25BrO2S3SbSiV, with wB97M-V/def2-TZVPD.

Cartesian coordinates (Å):
V  -0.062  0.360  -0.002
S  2.530  3.748  0.198
Sb  1.448  2.824  -1.554
S  -0.765  2.296  -0.345
S  1.725  0.288  -1.102
Br  -1.674  -0.031  -2.767
C  -3.204  0.167  -1.639
C  -4.217  1.017  -2.050
C  -5.356  1.154  -1.272
C  -5.513  0.408  -0.110
C  -4.509  -0.452  0.289
C  -3.330  -0.564  -0.456
C  -2.247  -1.392  0.146
O  -2.454  -2.330  0.878
O  -1.033  -0.938  -0.055
H  -4.116  1.572  -2.970
H  -6.121  1.842  -1.592
H  -6.409  0.497  0.484
H  -4.596  -1.046  1.189
C  -0.706  -1.605  3.164
Si  0.068  0.053  2.574
C  -1.015  1.535  3.329
C  -2.395  1.626  2.667
C  -0.285  2.874  3.198
C  -1.221  1.208  4.812
C  2.035  -0.110  2.831
C  2.235  -0.090  4.346
C  2.868  1.015  2.222
C  2.477  -1.455  2.246
H  -0.246  -1.924  4.095
H  -0.562  -2.409  2.443
H  -1.778  -1.546  3.342
H  -2.327  1.912  1.616
H  -2.984  2.389  3.172
H  -2.935  0.683  2.744
H  -0.039  3.111  2.160
H  0.631  2.877  3.783
H  -0.920  3.674  3.575
H  -1.800  0.300  4.946
H  -1.774  2.024  5.275
H  -0.277  1.100  5.337
H  2.015  0.892  4.754
H  3.279  -0.310  4.565
H  1.625  -0.829  4.857
H  2.534  2.005  2.529
H  2.872  0.976  1.132
H  3.901  0.904  2.548
H  2.020  -2.293  2.767
H  3.557  -1.554  2.341
H  2.227  -1.533  1.183

Calculated values
* LUMO level (spin up / spin down): -4.712 / -6.865 eV
* ⟨S²⟩: 0.758
* total energy: -6017.255987 Eh
* net charge: +1
* multiplicity: 2
* HOMO energy (spin up / spin down): -12.09 / -12.07 eV
* ΔE to the lowest compared entry with this formula, charge and spin: 339.9 kJ/mol
* Kohn-Sham gap (spin up / spin down): 7.38 / 5.20 eV